ORCA calculation (wB97M-V/def2-TZVPD) on a cluster of 2 separate species, C3H10NO in total.

Atoms and positions in Å:
C 1.16865 -0.22211 -1.63519
N 1.46765 -0.10096 -0.14916
H 0.94499 -1.24791 -1.89001
H 2.07342 0.18315 -2.11901
H 0.33266 0.52033 -1.66760
H 1.97754 0.77787 -0.09347
H 0.63224 -0.14576 0.43379
H 2.05166 -0.81483 0.30287
C -1.36905 0.68235 1.66951
C -1.74158 0.16962 0.48190
O -1.34398 -1.08421 0.06288
H -0.40673 0.55261 2.18542
H -1.89322 1.52040 2.10858
H -2.01103 0.87557 -0.30991
H -1.88322 -1.66612 0.61941

Values from the calculation:
total charge = +1
LUMO level = -3.64 eV
HOMO-LUMO gap = 9.614 eV
ΔE to the lowest compared entry with this formula, charge and spin = 225.9 kJ/mol

These are the Löwdin partial charges, in e, on atoms 1 to 2:
1 C 0.017
2 N 0.135



ORCA calculation (wB97M-V/def2-TZVPD) on a cluster of 2 separate species, C3H10NO in total.

Atoms and positions in Å:
C -2.13627 -0.75148 -1.89599
O -0.74995 -0.68280 -1.43834
H -2.34571 -1.74777 -2.27220
H -2.31270 0.03456 -2.62099
H -2.68657 -0.62146 -0.96118
H -0.11082 -0.40757 -2.09123
C 1.59952 0.19408 0.90108
C 2.26334 0.61105 1.96625
N 0.08905 0.42709 0.93918
H 1.91144 -0.17326 -0.06270
H 3.30421 0.32853 2.10917
H 1.92787 1.46325 2.55360
H -0.04118 1.43722 0.96401
H -0.39457 0.03549 1.74965
H -0.31766 -0.14691 0.15968

Values from the calculation:
total charge = +1
LUMO level = -3.58 eV
HOMO-LUMO gap = 11.486 eV
ΔE to the lowest compared entry with this formula, charge and spin = 175.3 kJ/mol

These are the Löwdin partial charges, in e, on atoms 1 to 2:
1 C -0.060
2 O -0.167